(1)
A cluster of 6 separate species, H12O6 in total in a non-equilibrium geometry. Source: OMol25; level of theory: ωB97M-V with the def2-TZVPD basis set.

The geometry in XYZ format:
```
18
Properties=species:S:1:pos:R:3:forces:R:3
O -4.001975 -1.030634 -1.937282 1.8188 1.8284 0.6639
O -0.490912 2.736395 -0.263363 -0.5582 -0.7842 -0.8237
H -0.690257 3.583980 0.121885 -0.1733 0.4562 0.1620
O 0.394326 0.545534 1.852252 4.2647 -0.5093 1.8887
H -3.491660 -0.074577 1.661006 0.2683 3.2156 0.2869
O 3.092467 0.660201 -1.042503 -2.0184 -0.2490 2.7269
H -0.354384 0.181478 1.514937 -3.9003 -1.0907 -1.7997
H 2.759607 0.624807 -0.065591 0.6338 0.2635 -2.6893
O -3.544468 -0.982093 1.743684 -0.0208 -2.5091 0.1433
H -1.194192 2.565849 -0.924332 0.6655 0.3493 0.6157
H 3.728493 -1.762731 -0.253488 0.1247 -0.5440 -0.1797
H 4.024272 0.723274 -0.914354 1.2473 -0.0286 -0.0054
H -3.940848 -1.699423 -2.623300 0.4505 0.1601 -0.1289
H -3.800543 -1.206481 0.852494 -0.2429 -0.6971 -0.5347
H -3.160557 -0.437280 -1.933730 -2.2268 -1.9806 -0.4429
O 4.636919 -1.626704 0.025505 1.9204 -1.5033 0.5154
H 0.860288 -0.306300 2.082711 -0.2703 1.5287 -0.0267
H 5.173432 -2.495287 0.103472 -1.9828 2.0941 -0.3718
```
Positions in Å, forces in eV/Å.

Values from the calculation:
SMILES   O.O.O.O.O.O
F_max   4.7 eV/A
Total charge   0
Kohn-Sham gap   11.168 eV

---

(2)
The molecule C6H6O in a non-equilibrium geometry. Source: OMol25; level of theory: ωB97M-V with the def2-TZVPD basis set.

The geometry in XYZ format:
```
13
Properties=species:S:1:pos:R:3:forces:R:3
H -2.628557 1.046575 0.468524 0.0536 0.1917 -0.0472
H -2.178646 1.530217 -1.187235 0.0815 0.1975 0.1406
H -0.324956 -1.829949 -0.576536 -0.0020 0.1806 0.2367
H -0.182993 2.319305 0.541880 -0.0637 -0.1303 -0.0015
C 0.309820 0.174409 0.235944 -2.7259 -0.2882 -0.7238
H 2.362369 -1.685218 -0.553728 -0.2423 0.3827 0.0014
H 3.250940 -1.427530 1.010689 -0.1159 0.1921 -0.0251
C -0.558886 -0.796704 -0.329523 2.6864 -1.0616 0.8437
C -0.478408 1.331497 0.215492 0.5497 0.7608 0.3466
C -1.831575 1.009403 -0.288797 -0.3938 -0.3052 -0.2114
C 2.419309 -1.113824 0.378310 0.2742 0.3691 0.7955
O -1.735290 -0.397185 -0.673807 -1.1757 0.9243 -0.4080
C 1.576870 -0.160999 0.758792 1.0739 -1.4135 -0.9474
```
Positions in Å, forces in eV/Å.

Values from the calculation:
F_max   3.0 eV/A
Total charge   0
Kohn-Sham gap (alpha / beta)   5.886 / 8.608 eV

---

(3)
The molecule C4H5O2PS2. Source: OMol25; level of theory: ωB97M-V with the def2-TZVPD basis set.

The geometry in XYZ format:
```
14
Properties=species:S:1:pos:R:3:forces:R:3
O 1.261745 1.459330 2.745009 -0.0907 0.1005 0.1372
H 1.541649 -0.024626 0.996048 -0.1358 -0.0387 0.2180
H -0.973435 -2.150905 -1.806744 -0.1432 -0.0661 -0.1255
C 0.672353 -0.069898 0.348746 -0.1521 -0.1200 -0.4618
S 0.748661 0.979373 -1.075119 -0.0131 -0.4059 -0.1355
C -0.038583 -1.325188 0.025613 0.5685 -0.3126 0.0284
O 0.106038 2.650531 0.946499 -0.1408 0.3541 0.4361
C -0.458221 -1.317317 -1.363484 -0.0579 0.1951 -0.2226
C -0.125288 -0.192696 -2.015249 0.2328 -0.0485 0.1494
H 0.278797 -2.259096 0.477879 -0.0839 0.0858 0.0461
H -1.703526 0.484954 0.287642 -0.0856 0.0696 -0.0906
P -0.983709 -0.217018 1.268597 -0.2407 -0.6369 0.0328
H -0.334110 0.044470 -3.041045 -0.1617 -0.0022 -0.2232
S 0.007627 1.938085 2.205609 0.5042 0.8257 0.2111
```
Positions in Å, forces in eV/Å.

Values from the calculation:
SMILES   O=S(=O)=[P@H]1[C@@H]2SC=C[C@@H]21
F_max   1.0 eV/A
Total charge   0
Kohn-Sham gap (alpha / beta)   7.656 / 7.657 eV

---

(4)
A structure of composition C41H34BrHgN4O5. Source: OMol25; level of theory: ωB97M-V with the def2-TZVPD basis set.

The geometry in XYZ format:
```
86
Properties=species:S:1:pos:R:3:forces:R:3
H 3.898490 -4.331049 -0.680661 0.0051 0.0317 0.0299
H -3.117151 0.260751 4.856882 0.0268 -0.0035 0.0187
C 1.510759 -2.067316 -2.629185 0.0279 -0.0544 -0.0388
H -0.204706 -0.742336 -5.242481 0.0025 -0.0212 -0.0139
N -0.186544 -0.331520 -2.554026 0.2077 0.0015 0.2126
N 0.861875 1.348080 2.568001 -0.3146 -0.0172 0.1268
C -0.812966 -3.305835 1.279651 0.0494 0.1965 0.0050
H 0.979106 -2.517433 -6.443765 -0.0228 0.0219 0.0086
H -3.117751 1.278638 -4.444003 0.0126 -0.0112 -0.0088
C 0.142335 0.270658 5.812651 -0.0774 0.0118 0.0273
H 3.107452 6.138570 0.370249 -0.0019 -0.0286 0.0090
C -3.835534 2.778821 -3.126582 -0.0955 0.0816 -0.0696
H -1.159949 0.896630 8.024029 -0.0205 0.0102 0.0022
C 0.541835 -1.251402 -3.311450 0.0031 -0.0669 -0.0003
C 1.118026 -2.423366 -5.372850 -0.0197 0.0098 -0.0247
C -2.038432 1.722322 -1.194144 -0.0349 -0.1778 -0.0549
O -1.801133 -4.650395 -0.547588 0.2230 0.0217 -0.1560
N 1.799233 -1.808720 -1.328837 -0.3023 -0.0441 -0.1875
H 1.286805 3.315941 3.995395 0.0059 0.0074 -0.0078
H 2.677467 0.429770 5.404491 0.0072 -0.0053 -0.0051
C 3.025849 -3.952694 -2.591589 0.0037 0.0057 -0.0142
H 1.934362 5.665397 4.461136 -0.0011 -0.0123 0.0007
H -1.153456 -3.025150 -1.696166 -0.0106 0.0041 0.0294
C 1.651003 -2.666777 3.086310 -0.1403 0.0251 0.1513
H -1.627127 -0.244460 -4.015248 -0.0234 0.0257 0.0050
C 2.363115 4.201548 0.923131 0.0311 0.0635 0.0379
C 0.428824 -1.411998 -4.677365 0.0145 0.0289 -0.0744
C -3.045644 1.718910 -3.455651 0.0505 -0.0136 0.0742
O 1.767889 1.533846 0.415234 -0.1118 0.3096 0.2860
H -3.466216 -0.282101 2.748521 0.0090 -0.0112 -0.0063
H -2.700237 -2.789556 -0.881631 -0.0089 0.0140 0.0409
C 2.630941 -2.580496 -0.682742 0.1323 0.1334 0.1811
C -2.043431 0.082674 4.803851 0.0234 -0.0377 -0.0527
H -2.585939 -3.931533 -2.247129 -0.0390 -0.0180 0.0226
H 2.475878 3.769563 -0.063305 -0.0190 -0.0128 0.0318
C 2.570159 6.066248 2.444727 -0.0457 -0.0840 0.0512
C 0.244974 -2.191796 3.426717 0.0821 0.0595 -0.4389
C -2.881958 2.866938 -0.928438 -0.1054 0.0909 -0.0510
O -1.356228 1.229056 -0.274964 -0.1247 0.1784 -0.0726
C 2.057865 5.256704 3.462901 0.0292 0.0587 -0.0460
H -2.804375 3.298875 0.061730 0.0190 -0.0173 -0.0137
C -1.257589 0.382536 5.941687 0.0968 -0.0698 0.0061
H 2.612514 -1.247784 4.862881 0.0003 0.0058 0.0183
C 1.462211 1.994943 1.616102 0.1485 -0.3443 -0.3298
C -2.104868 1.194149 -2.541837 -0.0416 -0.0133 -0.0161
C -1.374961 -5.580169 2.925118 0.0538 0.0681 -0.0197
C 0.756066 -0.150529 4.673950 0.0188 -0.0444 0.1382
C -0.548090 -3.290732 2.680533 -0.0733 -0.0481 0.3210
H -0.587824 -4.400993 4.514775 -0.0031 0.0365 -0.0090
C -1.441159 -4.493318 0.775572 -0.1883 -0.1148 0.0220
H 2.454042 -4.087838 -5.235934 -0.0005 -0.0008 0.0056
H 0.093081 -2.451368 4.476461 0.0868 -0.1084 0.0426
N 0.470978 0.077206 2.275824 0.4927 -0.2552 -0.2053
H -2.133762 -0.037619 1.604040 0.0440 0.0175 -0.0405
C 3.251403 -3.700159 -1.274841 0.0484 -0.0520 -0.0523
C 2.159300 -3.113332 -3.328892 -0.0241 0.0595 0.0583
C -3.744199 3.375508 -1.852064 0.0534 -0.0650 0.0013
H -2.696685 0.169713 7.530542 -0.0042 0.0164 0.0198
C -1.529278 -0.383694 3.632756 -0.1087 -0.0163 0.1980
C -1.685685 -5.595352 1.565903 -0.0429 0.0755 0.0478
C -0.822354 -4.428530 3.454399 -0.0859 -0.0148 -0.0021
C -1.270290 0.148378 -3.053730 -0.1378 0.0788 -0.0562
H 2.645958 0.052096 3.668398 -0.0212 -0.0152 0.0050
H 1.955117 -3.531442 3.722642 -0.0178 0.0223 0.0097
H -2.341417 1.843240 7.111765 -0.0011 -0.0139 0.0079
H -1.569593 -6.442930 3.550512 -0.0089 0.0072 -0.0003
C 1.839552 3.385230 1.932678 0.1142 0.3055 -0.0665
H 2.819014 -2.317911 0.353902 -0.0194 -0.0988 -0.2704
H 0.765390 0.566936 6.656003 -0.0132 -0.0060 -0.0140
C 2.717141 5.523602 1.176185 -0.0145 -0.0503 -0.0066
C 1.698141 3.944605 3.215004 -0.0241 -0.0731 -0.1083
Br -5.072265 3.486556 -4.407990 0.0264 -0.0126 0.0484
C 1.941463 -3.287397 -4.714961 0.0145 -0.0053 0.0211
C -2.065391 -3.524767 -1.376686 -0.0343 -0.0449 -0.0108
H 3.499603 -4.789785 -3.092284 0.0064 -0.0010 -0.0269
C 2.256452 -0.232319 4.644690 -0.0394 0.0124 -0.0802
H -2.138481 -6.463717 1.098981 -0.0080 0.0155 -0.0039
Hg 0.451057 -0.290006 0.071686 0.3431 0.2001 0.4587
C -1.894963 0.846738 7.217663 0.0378 0.0177 -0.0821
C -0.024361 -0.623346 3.443043 -0.1468 0.1291 -0.2206
C -2.457675 -0.603779 2.476394 0.0935 -0.0066 0.0149
H -4.364662 4.230389 -1.613421 -0.0115 0.0030 -0.0044
H -2.497887 -1.655873 2.189463 0.0126 0.0054 -0.0315
H 2.841003 7.098737 2.640391 -0.0012 -0.0299 0.0099
O 2.388059 -2.314476 2.200298 -0.0493 0.0330 0.2633
O -0.552070 -2.341704 0.480895 -0.0171 -0.3590 -0.0758
```
Positions in Å, forces in eV/Å.

Values from the calculation:
F_max   0.6 eV/A
Spin multiplicity   2
Total charge   -2
Kohn-Sham gap (alpha / beta)   3.985 / 3.945 eV

---

Ordered energy results: -12478.7303 -8361.5970 -39281.1709 -133481.7384; unit eV.